The following is a quantum chemistry calculation of a molecular structure, C7H11N in a non-equilibrium geometry, from the Open Molecules 2025 dataset.

## Properties
- LUMO: 1.064 eV
- Energy relative to the best compared isomer or geometry (same formula, charge and spin): 821.79 kJ/mol
- Orbital gap: 8.8 eV

Geometry (Å):
C 2.232 -0.035 0.611
C 0.958 0.117 -0.208
C 0.009 1.467 -0.260
C -1.235 0.698 0.382
C -2.429 -0.171 -0.004
C -1.249 -0.600 -0.645
C 0.094 -1.000 0.022
H 2.736 0.884 1.097
H 2.029 -1.052 1.271
H 2.319 -0.890 -1.152
H -0.187 1.482 -1.411
H 0.408 2.282 0.233
H -1.035 0.448 1.341
H -3.046 0.120 -0.835
H -3.027 -0.383 0.826
H -1.079 -0.259 -1.717
H -0.237 -0.847 1.261
H 0.511 -2.273 0.024
N 2.226 0.010 -0.835

Forces on atoms 1 to 6 (eV/Å):
C -0.8 0.3 2.5
C 1.9 3.6 1.7
C -1.6 -5.5 -3.0
C -1.3 2.5 -4.8
C -1.7 3.1 -1.7
C 4.6 -1.0 1.1

---

The following is a quantum chemistry calculation of C23H34N2O3 in the gas phase, from the Open Molecules 2025 dataset.

## Properties
- LUMO: 0.591 eV
- SMILES: CC[C@]1(C)C[C@H](C(=O)N2CC3(C[C@H](C(=O)N4[C@H]5CC=C[C@H]4CCC5)CO3)C2)C1
- Energy relative to the best compared isomer or geometry (same formula, charge and spin): 409.29 kJ/mol
- Orbital gap: 9.6 eV

Geometry (Å):
C -0.060 1.407 0.598
C 0.222 0.039 -0.017
C 1.679 -0.166 -0.454
C 2.440 -0.974 0.591
C 1.917 -0.766 -1.865
C 3.086 0.215 -2.072
C 3.160 0.909 -3.408
O 2.174 1.123 -4.099
N 4.387 1.309 -3.798
C 5.741 1.202 -3.258
C 6.249 1.742 -4.628
C 7.092 0.784 -5.451
C 8.518 1.091 -4.946
C 8.960 0.080 -3.889
O 8.866 0.308 -2.689
N 9.471 -1.072 -4.358
C 9.866 -2.209 -3.521
C 11.371 -2.026 -3.373
C 11.782 -2.093 -4.860
C 10.902 -2.066 -5.872
C 9.422 -1.675 -5.669
C 8.321 -2.806 -5.488
C 7.645 -2.789 -4.065
C 8.611 -2.690 -2.815
C 8.373 2.509 -4.358
O 7.020 2.915 -4.582
C 4.784 1.970 -5.034
C 2.493 1.070 -0.920
H -1.081 1.459 0.979
H 0.615 1.616 1.432
H 0.059 2.206 -0.133
H -0.055 -0.746 0.692
H -0.431 -0.089 -0.885
H 3.490 -1.104 0.320
H 2.407 -0.481 1.567
H 1.994 -1.966 0.699
H 2.137 -1.833 -1.927
H 1.111 -0.513 -2.554
H 4.049 -0.215 -1.798
H 5.945 1.891 -2.436
H 6.061 0.197 -2.977
H 6.793 -0.257 -5.327
H 6.996 1.044 -6.506
H 9.226 1.081 -5.773
H 9.928 -3.056 -4.195
H 11.850 -2.851 -2.841
H 11.668 -1.087 -2.905
H 12.829 -2.259 -5.087
H 11.246 -2.227 -6.888
H 9.132 -0.972 -6.451
H 7.527 -2.657 -6.222
H 8.752 -3.787 -5.700
H 7.010 -3.672 -3.990
H 6.968 -1.934 -4.028
H 8.781 -3.675 -2.379
H 8.201 -2.021 -2.063
H 8.583 2.482 -3.288
H 9.020 3.237 -4.844
H 4.439 1.471 -5.940
H 4.515 3.028 -5.073
H 1.850 1.843 -1.339
H 3.187 1.518 -0.208

Forces on atoms 1 to 6 (eV/Å):
C 0.0 -0.1 0.2
C 0.0 0.2 -0.2
C 0.0 -0.3 0.0
C 0.1 0.2 0.1
C 0.0 0.0 0.0
C 0.0 0.0 0.0

---

The following is a quantum chemistry calculation of C22H44N2O9P2S in the gas phase in a non-equilibrium geometry, from the Open Molecules 2025 dataset.

## Properties
- LUMO: 0.091 eV
- SMILES: CCCCCCCCCCCCCCCC[C@@]1(N(C(C)=O)C(C)=O)OS(=O)(=O)O[C@@]1(N)PP(=O)(O)O
- Orbital gap: 9.8 eV

Geometry (Å):
C -6.123 -4.791 0.122
C -6.018 -3.423 -0.549
C -4.827 -2.550 -0.079
C -3.629 -3.314 0.485
C -2.341 -2.470 0.435
C -1.520 -2.537 1.715
C -1.940 -1.533 2.787
C -1.931 -0.087 2.307
C -1.598 0.910 3.406
C -2.041 2.367 3.128
C -2.095 2.731 1.640
C -1.529 4.132 1.307
C -0.812 4.037 -0.059
C 0.569 3.373 0.121
C 0.770 2.138 -0.776
C 2.134 2.047 -1.481
C 3.072 0.997 -0.891
N 4.457 1.087 -1.379
C 4.584 1.759 -2.669
C 4.933 3.227 -2.776
O 4.422 1.094 -3.689
C 5.352 1.704 -0.407
C 6.704 1.047 -0.309
O 5.056 2.678 0.252
O 2.940 1.064 0.508
S 2.476 -0.291 1.240
O 3.634 -0.985 1.681
O 1.484 0.011 2.202
O 1.811 -0.913 -0.063
C 2.599 -0.498 -1.213
N 3.732 -1.414 -1.207
P 1.688 -0.784 -2.808
P 0.733 -2.724 -2.544
O 0.512 -3.149 -1.157
O 1.658 -3.729 -3.344
O -0.632 -2.612 -3.368
H -5.377 -5.491 -0.236
H -7.119 -5.185 -0.056
H -6.010 -4.686 1.198
H -6.940 -2.897 -0.311
H -5.960 -3.513 -1.630
H -5.159 -1.782 0.617
H -4.462 -2.015 -0.957
H -3.833 -3.629 1.506
H -3.501 -4.213 -0.111
H -2.590 -1.444 0.177
H -1.734 -2.863 -0.377
H -1.535 -3.532 2.158
H -0.482 -2.323 1.461
H -2.917 -1.781 3.207
H -1.239 -1.635 3.616
H -1.150 -0.014 1.548
H -2.862 0.151 1.795
H -2.120 0.584 4.309
H -0.545 0.877 3.665
H -3.020 2.516 3.576
H -1.351 3.019 3.657
H -1.533 2.033 1.031
H -3.138 2.758 1.341
H -0.804 4.448 2.053
H -2.314 4.881 1.237
H -1.441 3.405 -0.678
H -0.728 5.036 -0.476
H 1.357 4.105 -0.030
H 0.635 3.038 1.155
H 0.021 2.215 -1.562
H 0.523 1.239 -0.222
H 2.618 3.017 -1.434
H 1.947 1.857 -2.534
H 5.972 3.315 -3.080
H 4.799 3.788 -1.859
H 4.270 3.647 -3.521
H 7.437 1.837 -0.191
H 6.730 0.346 0.514
H 6.927 0.556 -1.252
H 3.418 -2.309 -0.856
H 4.133 -1.517 -2.129
H 0.610 0.126 -2.844
H 1.369 -4.619 -3.104
H -1.181 -1.946 -2.940

Forces on atoms 1 to 6 (eV/Å):
C -0.2 0.4 -0.1
C 0.3 0.2 0.6
C 0.0 -0.3 -0.4
C -0.2 0.6 -0.1
C -0.2 -0.9 0.0
C 0.1 0.6 0.1

---

The following is a quantum chemistry calculation of a molecular structure, C37H38FIN3O3PPd in a non-equilibrium geometry, from the Open Molecules 2025 dataset.

## Properties
- LUMO (alpha / beta): -6.766 / -7.188 eV
- Total charge: +2
- Energy relative to the best compared isomer or geometry (same formula, charge and spin): 73.38 kJ/mol
- Orbital gap (alpha / beta): 5.8 / 5.5 eV

Geometry (Å):
Pd -0.460 -0.702 -2.951
C -3.088 3.261 -2.145
C -3.783 2.548 -1.032
C -4.628 3.198 -0.145
C -5.252 2.502 0.877
C -5.048 1.139 1.030
C -4.210 0.467 0.161
C -3.600 1.168 -0.876
P -2.602 0.302 -2.110
C -2.306 -1.344 -1.357
C -1.362 -1.225 -0.313
C -0.966 -2.320 0.421
C -1.513 -3.561 0.121
C -2.492 -3.679 -0.850
C -2.930 -2.584 -1.589
C -4.046 -2.745 -2.570
C -3.644 0.196 -3.588
C -5.018 0.368 -3.537
C -5.781 0.208 -4.688
C -5.165 -0.197 -5.870
C -3.801 -0.372 -5.939
C -2.977 -0.092 -4.818
C -1.573 -0.028 -4.919
H -3.142 4.338 -2.023
H -3.551 3.009 -3.101
H -2.036 2.964 -2.187
H -4.786 4.261 -0.251
H -5.903 3.027 1.558
H -5.542 0.596 1.821
H -4.045 -0.597 0.268
H -0.963 -0.241 -0.093
H -0.215 -2.212 1.189
H -1.171 -4.440 0.639
H -2.938 -4.645 -1.034
H -4.465 -3.746 -2.510
H -3.712 -2.575 -3.595
H -4.839 -2.032 -2.343
H -5.502 0.625 -2.606
H -6.846 0.385 -4.661
H -5.767 -0.355 -6.751
H -3.340 -0.653 -6.873
H -1.049 0.767 -4.353
H -1.100 -0.309 -5.856
C 6.489 0.705 0.192
C 5.752 -0.628 0.097
N 4.352 -0.406 -0.226
C 4.012 -0.448 -1.523
C 2.781 -0.131 -2.016
C 2.575 -0.200 -3.554
O 3.602 -0.289 -4.198
O 1.398 -0.109 -3.980
C 1.753 0.340 -1.146
O 0.603 0.686 -1.496
C 2.141 0.387 0.263
C 1.220 0.832 1.216
C 1.522 0.846 2.551
F 0.571 1.322 3.384
C 2.769 0.409 3.040
C 3.688 -0.013 2.083
C 3.420 -0.013 0.706
N 3.095 0.356 4.400
C 4.351 0.916 4.860
C 4.903 0.044 6.005
N 3.766 -0.621 6.701
C 2.610 0.300 6.797
C 2.037 0.521 5.392
H 7.531 0.534 0.440
H 6.052 1.350 0.950
H 6.441 1.229 -0.759
H 5.836 -1.205 1.018
H 6.190 -1.226 -0.703
H 4.772 -0.762 -2.224
H 0.254 1.192 0.903
H 4.647 -0.358 2.426
H 4.201 1.948 5.209
H 5.077 0.953 4.050
H 5.435 0.671 6.721
H 5.585 -0.726 5.639
H 4.055 -0.948 7.629
H 3.471 -1.439 6.156
H 2.952 1.236 7.242
H 1.838 -0.116 7.445
H 1.578 1.517 5.364
H 1.257 -0.216 5.177
I 0.571 -3.116 -2.780

Forces on atoms 1 to 6 (eV/Å):
Pd 1.2 -0.3 -0.2
C 0.0 0.2 -0.1
C 0.0 -0.2 0.1
C 0.1 0.0 0.0
C 0.0 0.0 0.0
C 0.0 -0.1 0.1